(1)
90
Properties=species:S:1:pos:R:3 method="wB97M-V/def2-TZVPD" homo_energy_ha="-0.311 / -0.313" s2=15.76 charge=+1 spin_multiplicity=8 e_tot_ha=-3877.49439
Eu -0.42373 0.08533 0.54818
Cl -0.51845 -6.95032 0.66893
Cl -1.51843 2.26094 2.34026
Cl 0.82928 0.76285 3.42512
S -3.38226 0.76549 -0.46089
N -0.83065 -1.40468 -1.67402
N 1.99536 1.64607 0.47869
N -4.46702 1.13131 -2.82713
N -4.35386 -1.08861 -2.05418
N 1.47928 -1.76454 0.15768
N -0.45692 2.31848 -1.00679
C -0.07931 -4.63847 2.03183
C -4.13403 0.23376 -1.89435
C -5.65042 2.40987 -4.55252
C 1.97968 2.62067 -0.61790
C -6.33982 -3.15817 -0.53900
C -6.62638 -1.90093 -2.75351
C -7.03918 -3.08628 -1.88678
C -5.28952 1.02279 -4.03350
C -0.09157 -2.66862 -1.52026
C -4.57350 3.10904 -5.37895
C 2.89128 -1.52323 0.50015
C -0.48526 -0.69237 -2.92372
C -0.61284 1.74679 3.78749
C -2.38193 -3.43139 1.09754
C -1.53822 -2.66315 1.93173
C -1.79758 -1.26569 2.19841
C 3.31587 1.01313 0.64679
C -0.39251 -3.34053 2.40730
C -0.91761 -5.32472 1.16723
C 0.62086 3.27832 -0.76238
C -0.53270 1.83668 -2.39564
C 1.35553 -2.43635 -1.14426
C -3.25775 3.36404 -4.65573
C 3.50646 -0.27937 -0.13688
C -2.08662 -4.72875 0.72017
C -5.12890 -1.82405 -3.05956
C 0.32005 0.58664 -2.69522
H -0.11678 -3.26023 -2.44397
H -3.30680 -2.97967 0.75869
H -6.91785 -0.96408 -2.26653
H 1.00872 0.40138 -1.86410
H 2.95845 -1.43363 1.58905
H 2.73338 3.40325 -0.45384
H -6.54770 2.29965 -5.16437
H -1.35323 2.74286 -0.78728
H 3.14219 -0.15220 -1.16144
H -6.84230 -4.01250 -2.43542
H -6.75094 -3.94888 0.08669
H -4.38913 2.52159 -6.28327
H -4.74406 0.47471 -4.80720
H 1.86027 -1.83038 -1.90240
H -0.57939 -3.25838 -0.74021
H 0.38194 3.81628 0.16015
H -7.17571 -1.94118 -3.69657
H 3.45079 0.80110 1.71157
H -5.95346 3.03775 -3.70696
H -2.76048 -5.28892 0.08465
H 2.26477 2.11565 -1.54327
H -2.75791 2.43669 -4.37098
H -1.28244 1.14203 4.38885
H -6.41764 -2.22178 0.01881
H -4.93562 -1.38502 -4.03421
H -4.68968 -2.82436 -3.10088
H 0.95034 0.77862 -3.56607
H -6.19972 0.47127 -3.79779
H -1.52865 -0.99922 3.22861
H 0.67974 4.02566 -1.56524
H 1.80031 2.15443 1.33845
H 1.87595 -3.40292 -1.12834
H 4.58020 -0.45106 -0.23312
H 3.48937 -2.40329 0.23304
H 0.07324 -1.37023 -3.57673
H -4.25130 2.06583 -2.51125
H -1.82440 -1.60631 -1.67615
H -1.58328 1.59921 -2.58296
H -1.41036 -0.44789 -3.45523
H 0.80452 -5.12901 2.41664
H -2.85138 -1.01596 2.03807
H 1.10247 -2.41333 0.85374
H -5.27898 -3.39466 -0.65316
H -4.20360 -1.56615 -1.17519
H 0.26697 -2.82191 3.09986
H -0.26255 2.64902 -3.08121
H -4.97989 4.06029 -5.72773
H -8.12049 -3.05022 -1.74550
H -0.27233 2.64074 4.29652
H 4.10451 1.72659 0.37672
H -2.56737 3.92857 -5.28066
H -3.40961 3.94839 -3.74291

---

(2)
90
Properties=species:S:1:pos:R:3 method="wB97M-V/def2-TZVPD" homo_energy_ha="-0.799 / -0.795" s2=0.75 charge=+5 spin_multiplicity=2 e_tot_ha=-2086.17275
Cl -0.51911 -1.30946 0.48707
O -0.64681 -6.63170 1.63809
N 3.84619 0.21897 -1.53277
N -1.67345 2.75559 -0.65834
N -4.86735 -0.55050 -3.35949
N -2.66034 4.40022 0.41133
N 2.67490 -0.71799 3.40713
N -1.27437 -4.28977 2.02291
N -4.35351 -1.41764 -1.35618
N 4.72696 -0.49066 2.50959
N 3.07279 2.25062 -1.11415
C -3.57462 -1.01571 -3.36861
C -2.78203 6.67872 1.43774
C -3.22267 -1.51473 -2.12364
C 1.70527 -0.60334 4.48960
C -2.15792 3.48041 1.29579
C 4.17598 1.49696 -1.56518
C 4.78323 -0.75217 -2.08566
C 6.03441 -0.03143 2.21318
C -5.36763 -0.76840 -2.06972
C -1.81577 2.39314 0.61175
C 2.06396 1.32030 -0.76612
C -3.43138 5.62606 0.62104
C 4.06769 -2.09894 -2.07965
C 4.13104 -1.55486 1.87057
C 6.84983 0.10451 3.45318
C -2.05406 4.01212 -0.78939
C -1.10242 1.93891 -1.75591
C -4.38177 -1.82560 0.04880
C -6.52507 -0.71626 -5.30082
C 2.62351 0.08806 -0.94333
C -5.51533 0.14994 -4.50116
C 2.77277 -1.58342 2.27043
C -0.45299 -4.02801 3.31680
C -0.92753 -5.56824 1.17484
C -1.00671 -5.36646 -0.36942
C 3.05030 3.66439 -1.00728
C 3.82630 -0.01005 3.41768
H 6.86531 1.09417 3.90971
H 5.73991 -0.79495 -1.56506
H -6.00968 1.05104 -4.13821
H -1.63337 1.37275 0.91496
H -3.62655 -1.21560 0.54442
H -1.18737 -3.50906 1.38807
H -2.15951 4.65731 -1.64905
H -1.28383 -6.34626 -0.75840
H 1.13907 -1.51406 4.68481
H 3.75961 -2.45156 -1.09535
H -5.26333 -1.33756 0.46445
H 5.86175 0.83086 1.56918
H 0.96473 0.10937 4.12665
H 2.92292 3.86366 0.05675
H -2.31337 -1.98468 -1.77907
H 4.70634 -2.13954 1.16801
H 2.22049 4.18021 -1.49043
H 5.03975 1.91594 -2.05992
H 6.65650 -0.69164 4.17212
H -1.17111 0.86575 -1.57783
H -4.33852 -2.90923 0.15829
H 7.90074 -0.11742 3.26763
H -3.00362 -0.91393 -4.27965
H -2.35163 3.74932 2.32369
H -3.93737 5.98643 -0.27462
H 4.04302 0.75248 4.15115
H -0.67048 -3.07155 3.79219
H -0.80730 -4.82049 3.97600
H 1.95096 -2.19379 1.92625
H -1.98536 7.13569 0.85072
H 6.37778 -0.75053 1.46947
H 4.72220 -2.85740 -2.50912
H 2.18323 -0.84014 -0.61020
H -6.34962 -0.60620 -1.65045
H -7.49689 -0.69362 -4.80771
H -1.66720 -4.58855 -0.75244
H -2.42533 6.38197 2.42404
H -6.22960 -1.76528 -5.28178
H -0.13482 -5.08474 -0.95979
H -6.68358 -0.32536 -6.30589
H -4.74075 0.48606 -5.19047
H 0.57831 -4.32413 3.12491
H 2.07901 -0.14757 5.40650
H 3.39906 -2.25350 -2.92650
H -4.30164 5.24458 1.15512
H -2.24493 -4.22708 2.29526
H -0.07831 2.27900 -1.90959
H 4.94955 -0.55668 -3.14501
H 3.97374 4.15061 -1.32182
H -1.67706 2.09400 -2.66906
H 1.18238 1.67246 -0.25114
H -3.53656 7.42455 1.68779

---

(3)
84
Properties=species:S:1:pos:R:3 method="wB97M-V/def2-TZVPD" homo_energy_ha=-0.169 charge=-1 spin_multiplicity=1 e_tot_ha=-3809.97857
Br 4.18725 -6.70496 -1.13459
O 4.47924 -3.97923 -0.81912
O 4.75013 -3.27951 -2.99022
C 0.84251 8.03375 -3.36865
C 5.24398 -4.99298 -1.41686
C -0.59583 -4.12258 4.03973
C -1.63382 8.73272 -3.60363
C -0.54688 -4.42040 -0.39045
C -1.97894 7.73611 -4.70399
C -3.99617 -6.51932 6.45864
C 0.46761 -3.36887 -2.96731
C -0.00559 0.74982 -0.96641
C -0.77412 -4.13873 -2.91354
C 0.83373 8.13964 -0.82069
C -1.29015 -4.66727 -1.63754
C 2.52283 -2.36121 -1.76527
C -3.00531 -4.95109 3.93018
C 0.70297 1.72645 1.31786
C -1.04712 -0.21438 -0.41336
C -0.16554 9.15949 -3.61213
C 5.35224 -4.57331 -2.98983
C -0.02833 3.05842 1.14722
C 0.69222 -3.65480 -0.39560
C -3.48185 -4.33425 5.24739
C 1.12835 1.04355 0.01560
C -1.52264 -5.32182 3.88252
C 0.82036 4.13038 0.47382
C 0.65982 7.26741 -2.05813
C 1.15774 -3.15358 -1.70740
C -3.24768 -5.19220 6.49128
B 3.70220 -3.48181 -1.97618
H -2.17895 -5.37598 6.63348
H 0.73020 7.53595 0.08365
H -1.81176 -0.41848 -1.16640
H -0.02393 9.94442 -2.86213
H 1.73476 4.31808 1.04227
H -3.58074 -4.62652 7.36751
H -5.07238 -6.35741 6.35928
H -2.99490 -3.36497 5.39280
H 0.80221 7.32261 -4.19956
H 0.08270 8.93134 -0.77537
H 4.68731 -5.21808 -3.63624
H -1.42761 6.80084 -4.58885
H 2.41134 -1.65513 -2.63376
H 6.21049 -5.25337 -0.92562
H 1.09839 3.84494 -0.54283
H -3.82311 -7.07324 7.38441
H 0.44568 -4.44075 3.95998
H -1.29018 -6.06967 4.64656
H -0.95573 2.91622 0.58512
H 1.32075 -3.43958 0.49267
H -1.90482 8.31446 -2.63009
H -0.92168 -4.83111 0.58239
H -2.25265 9.62552 -3.73752
H -0.71984 -3.64071 5.01238
H -3.59792 -5.84530 3.71075
H -4.55318 -4.12064 5.16076
H -2.23860 -5.25868 -1.61258
H 1.59715 1.88898 1.93010
H 1.85042 8.46256 -3.39094
H 0.06585 1.04791 1.89409
H 0.06295 9.62413 -4.57765
H 1.63075 0.10424 0.26681
H -0.32005 6.78194 -2.03148
H -0.78296 -3.38022 3.26011
H -1.29802 -4.30412 -3.88268
H -3.21995 -4.24473 3.12123
H 1.82395 8.60159 -0.80554
H -3.04399 7.49574 -4.67445
H 0.26248 5.06841 0.41187
H 6.36494 -4.66440 -3.46054
H 1.88032 1.65841 -0.48959
H 2.59780 -1.76556 -0.81582
H 3.07633 -4.41793 -2.45256
H 1.40102 6.46332 -2.02320
H -3.66429 -7.14969 5.63142
H 0.42747 0.31185 -1.87087
H -1.75390 8.15013 -5.68989
H -0.58894 -1.16532 -0.13380
H 0.91317 -2.98130 -3.91538
H -0.49269 1.67983 -1.27869
H -1.55038 0.19841 0.46523
H -1.31664 -5.79441 2.91764
H -0.32185 3.42004 2.13820